ORCA calculation (ωB97M-V with the def2-TZVPD basis set) on one molecule with the formula C6H8N2 in a non-equilibrium geometry.

Output
SMILES string: CC(C)=C/C=N\C#N
Net charge: 0
HOMO level (spin up / spin down) (eV): -8.1 / -8.3
LUMO energy (spin up / spin down) (eV): -0.96 / -0.47
E_tot (Eh): -342.73773
2S+1: 1
Energy above the lowest of the compared OMol25 structures with the same formula, charge and spin (kJ/mol): 515.1
Largest force on an atom (eV Å⁻¹): 4.579

Last column: Mulliken charge in e.
Element x y z (Å)
C1 1.75195 0.45343 0.89669  -1.2863
C2 0.41377 0.34264 0.24093  0.9253
C3 0.15532 1.27791 -0.87874  -1.3493
C4 -0.45221 -0.66148 0.62281  -0.7524
C5 -0.64605 -1.94325 -0.11422  0.0031
N1 -1.68601 -1.87357 -0.83559  -0.3828
C6 -2.21127 -0.44616 -0.58330  0.4018
N2 -2.98159 0.35624 -0.91713  -0.4923
H1 2.55153 0.29924 0.17072  0.3157
H2 1.88049 1.46938 1.27590  0.3480
H3 1.88811 -0.26836 1.69759  0.3751
H4 -0.88933 1.55423 -1.05520  0.3914
H5 0.56353 2.27489 -0.69116  0.3838
H6 0.55378 0.90213 -1.82048  0.3047
H7 -0.57883 -0.84483 1.68708  0.4461
H8 -0.31318 -2.89244 0.30410  0.3681